{"formula": "C39H36ClN3OsSi2", "method": "ωB97M-V/def2-TZVPD", "de_lowest_ev": 1.7039, "multiplicity": 5, "total_energy_ev": -76223.355, "orbital_gap_ev": [4.5, 3.9], "total_charge": 2, "species": ["C", "C", "C", "H", "C", "C", "H", "H", "H", "H", "Os", "Si", "C", "C", "H", "C", "H", "C", "H", "C", "H", "C", "H", "C", "C", "H", "C", "H", "C", "H", "C", "H", "C", "H", "H", "Si", "C", "C", "H", "C", "H", "C", "H", "C", "H", "C", "H", "C", "C", "H", "C", "H", "C", "H", "C", "H", "C", "H", "H", "Cl", "N", "C", "C", "C", "C", "C", "N", "C", "C", "C", "C", "C", "N", "H", "H", "H", "H", "H", "H", "H", "H", "H"], "xyz": [[-2.5069, -1.0690, 4.2083], [-2.8802, -0.1905, 3.1378], [-2.5755, -0.8383, 1.9027], [-3.3906, 0.7618, 3.2475], [-1.9888, -2.1105, 2.2042], [-1.9429, -2.2505, 3.6239], [-1.6095, -3.1311, 4.1623], [-2.6497, -0.8893, 5.2694], [-2.8078, -0.4609, 0.9068], [-1.6813, -2.8617, 1.4778], [-0.9185, -0.6196, 3.0189], [-1.2225, -0.8640, -2.8840], [-0.7644, 0.7854, -3.6792], [0.5031, 0.9923, -4.2451], [1.2590, 0.2019, -4.2066], [0.8343, 2.2233, -4.8270], [1.8491, 2.3887, -5.2006], [-0.1249, 3.2376, -4.8828], [0.1416, 4.2092, -5.3002], [-1.4017, 3.0277, -4.3543], [-2.1419, 3.8353, -4.3740], [-1.7241, 1.8059, -3.7595], [-2.7154, 1.6415, -3.3314], [-0.5745, -2.0509, -4.2296], [-1.3547, -2.3812, -5.3549], [-2.3729, -1.9905, -5.4415], [-0.8204, -3.1804, -6.3785], [-1.4314, -3.4351, -7.2459], [0.4961, -3.6553, -6.3003], [0.9090, -4.2895, -7.0870], [1.2792, -3.3234, -5.1926], [2.3088, -3.6798, -5.1064], [0.7408, -2.5186, -4.1788], [1.3789, -2.2456, -3.3337], [-2.6902, -0.9765, -2.8354], [1.7278, 0.6209, -1.0380], [0.8960, -1.0475, -1.1920], [-0.6055, -1.1900, -1.1571], [-1.1165, -0.4365, -0.5343], [-1.1463, -2.5488, -1.0319], [-2.2302, -2.6768, -1.1587], [-0.3013, -3.6056, -0.7825], [-0.7269, -4.6072, -0.6817], [1.0832, -3.4203, -0.6564], [1.7223, -4.2604, -0.3913], [1.6663, -2.1707, -0.8805], [2.7531, -2.0425, -0.7812], [0.6066, 2.1319, -1.0134], [-0.6859, 2.1321, -0.4527], [-1.0787, 1.2457, 0.0453], [-1.5034, 3.2576, -0.5161], [-2.5267, 3.1904, -0.1361], [-1.0009, 4.4475, -1.0471], [-1.6340, 5.3346, -1.0864], [0.3150, 4.4992, -1.5225], [0.7153, 5.4310, -1.9286], [1.1121, 3.3503, -1.5055], [2.1376, 3.3825, -1.8810], [3.1266, 0.8078, -1.0673], [1.0396, 0.1903, 1.4087], [0.5077, 0.2998, 5.8308], [1.3157, -0.7174, 5.2567], [2.5602, -1.0144, 5.8308], [3.3716, -1.9653, 5.2086], [2.8609, -2.6295, 4.0885], [1.6047, -2.2962, 3.5996], [0.8692, -1.2961, 4.1455], [0.3232, 1.4726, 5.0555], [0.8283, 2.6990, 5.5094], [0.7594, 3.8078, 4.6776], [0.0708, 3.6715, 3.4676], [-0.5340, 2.4579, 3.1653], [-0.3143, 1.3392, 3.8953], [0.8169, 0.5339, 6.7718], [2.8736, -0.4293, 6.6953], [4.3743, -2.1693, 5.5715], [3.4393, -3.4004, 3.5739], [1.1709, -2.7924, 2.7295], [1.3264, 2.7129, 6.4822], [1.2278, 4.7535, 4.9475], [-0.0274, 4.5019, 2.7605], [-1.1800, 2.3461, 2.2943]], "atomic_forces_ev_per_a": [[-1.04, -0.69, 1.03], [-1.94, 0.22, -0.22], [-2.29, -1.12, -1.60], [0.36, -0.08, -0.03], [-2.56, -2.36, -1.00], [-1.89, -1.69, -0.12], [0.26, 0.29, -0.10], [0.21, 0.02, -0.25], [0.22, -0.09, 0.34], [0.09, 0.34, 0.20], [10.47, 6.15, 1.94], [0.11, -0.66, -2.15], [0.83, -0.26, -0.04], [-1.04, -1.50, 1.29], [-0.36, 0.19, -0.11], [0.46, 0.84, -0.35], [-0.39, -0.01, 0.06], [-1.42, 0.80, 0.34], [-0.16, -0.32, 0.05], [1.16, 2.15, -1.16], [0.35, -0.34, -0.08], [0.05, -0.97, 0.66], [0.21, 0.10, -0.23], [-0.18, 0.08, 0.32], [0.32, -0.10, -0.07], [0.26, -0.26, -0.01], [0.02, 0.16, 0.21], [0.14, 0.10, 0.27], [-0.15, 0.11, 0.32], [-0.19, 0.23, 0.20], [-0.24, 0.20, 0.05], [-0.36, 0.11, -0.08], [0.49, -0.25, -0.14], [-0.24, -0.22, -0.37], [-0.22, 0.27, -0.01], [-2.70, 0.37, -0.23], [0.91, -1.00, 1.23], [0.54, 0.86, -0.85], [0.23, -0.31, -0.04], [0.22, -1.07, 0.74], [0.48, -0.14, 0.15], [-0.92, 0.03, -0.11], [0.19, 0.26, -0.05], [0.42, -0.66, 0.21], [-0.19, 0.11, -0.15], [-0.30, 1.44, -0.34], [-0.42, -0.22, -0.11], [0.83, -0.48, 0.34], [-0.12, -0.15, -0.36], [0.20, 0.30, -0.16], [0.11, -0.04, -0.12], [0.31, 0.19, -0.08], [0.04, 0.29, -0.26], [0.20, -0.21, 0.01], [0.00, -0.11, 0.08], [-0.13, -0.27, 0.19], [-0.33, 0.20, -0.20], [-0.27, 0.11, 0.04], [1.11, 0.01, -0.04], [-0.94, -0.49, 1.38], [0.21, 0.12, -0.11], [0.25, 0.50, 0.33], [0.01, -0.25, -0.48], [-0.71, 0.40, 0.10], [-0.19, -0.23, -0.29], [0.45, 0.31, 0.21], [-0.35, -0.48, -0.23], [0.26, -0.07, 0.31], [0.11, -0.16, -0.02], [-0.15, -0.40, -0.08], [-0.48, -0.05, -0.22], [0.58, 0.21, -0.09], [-0.71, 0.04, 0.04], [-0.04, -0.11, -0.30], [0.06, -0.32, -0.21], [-0.19, -0.02, 0.00], [-0.23, 0.27, 0.25], [0.22, 0.20, 0.20], [-0.12, 0.17, -0.39], [-0.15, -0.27, 0.01], [-0.06, -0.32, 0.41], [0.41, 0.00, 0.12]]}